DFT (ωB97M-V/def2-TZVPD) results for 3 unconnected molecules or ions with the total composition C6H13NO3 in a non-equilibrium geometry.

Output
charge	0
HOMO level	-9.18	eV
electronic energy	-14062.556	eV
relative energy (zero: lowest compared OMol25 entry of this formula, charge and spin)	393.0	kJ/mol
E_LUMO	0.8	eV

Atoms and positions in Å:
C 3.4905 -0.5781 0.1161
C 2.5151 -1.6871 0.4599
C 1.2138 -1.1485 1.0498
C 0.2083 -2.2011 1.5061
N -0.4297 -2.9455 0.4263
C 0.4303 -3.9897 -0.7311
O -0.0183 -5.0978 -0.9883
C 1.9377 -3.7853 -0.5970
O 2.2861 -2.4327 -0.7399
H 3.0203 0.1506 -0.5599
H 3.7999 -0.0508 1.0283
H 4.3825 -0.9893 -0.3739
H 2.9826 -2.3669 1.1939
H 1.4804 -0.5333 1.9217
H 0.7325 -0.4836 0.3142
H 0.7110 -2.9097 2.1844
H -0.5749 -1.7035 2.0957
H -1.3327 -3.3362 0.6707
H 2.2543 -4.1918 0.3771
H 2.4220 -4.3670 -1.3933
H -0.8748 -2.2269 -0.9477
O -0.4578 -2.7395 -2.0840
H 0.3255 -2.2060 -2.2805

Force components x, y, z for each atom (eV/Å):
C 0.074 0.183 -0.036
C -0.053 -0.260 0.057
C -0.088 0.170 -0.090
C 0.247 -0.533 0.212
N 0.210 0.123 -2.835
C -2.063 -2.682 1.899
O 0.623 2.907 0.772
C -0.489 0.943 -0.595
O 0.405 0.153 0.013
H 0.138 -0.204 0.141
H -0.069 -0.100 -0.216
H -0.250 0.107 0.136
H -0.066 0.109 -0.083
H -0.083 -0.100 -0.161
H 0.146 -0.129 0.141
H 0.010 0.191 0.093
H 0.119 -0.149 -0.196
H 0.339 -0.524 0.118
H -0.261 0.048 -0.178
H -0.211 0.170 0.184
H 2.002 -2.165 -2.067
O -0.551 1.482 2.789
H -0.132 0.257 -0.099



DFT (ωB97M-V/def2-TZVPD) results for 2 unconnected molecules or ions with the total composition C6H13NO4S2 in a non-equilibrium geometry.

Output
charge	-2
HOMO level	-0.58	eV
electronic energy	-37779.955	eV
relative energy (zero: lowest compared OMol25 entry of this formula, charge and spin)	62.5	kJ/mol
E_LUMO	5.8	eV

Atoms and positions in Å:
C 1.3298 -2.0412 0.6917
C 2.7750 -2.0526 0.2978
C 0.7833 -1.0973 1.7100
C -1.6552 0.7918 -1.6215
C -1.9590 3.2873 -1.0136
C -1.6247 1.8422 -0.5635
N 0.3459 -2.1622 -0.5207
O -0.5569 -4.0725 1.2268
O 1.3366 -4.5408 -0.3499
O 0.8215 3.2276 -0.3323
O -0.4396 2.5795 1.7353
S 0.5120 -3.5160 0.3604
S 0.1048 2.1364 0.4300
H 3.4361 -1.5932 1.1549
H 3.0825 -3.0445 0.1070
H 3.1104 -1.4601 -0.6564
H 1.2303 -0.1956 1.4930
H 1.0884 -1.4609 2.7264
H -0.3589 -0.8495 1.6212
H -2.7162 0.4047 -1.7645
H -1.2115 1.0536 -2.6380
H -0.9954 0.0521 -1.1768
H -1.0085 3.8572 -0.9553
H -2.5953 3.9026 -0.1932
H -2.5181 3.3777 -1.9489
H -2.3175 1.5736 0.1803

Force components x, y, z for each atom (eV/Å):
C -1.399 -0.331 -1.224
C 2.350 3.048 0.622
C -1.631 -1.247 1.370
C 0.273 -0.367 -0.985
C -1.064 1.342 2.459
C 0.615 3.242 -0.627
N -0.065 -2.074 1.292
O 0.847 0.448 -0.504
O -0.633 0.003 1.174
O -0.711 -0.165 0.275
O -0.344 0.611 0.540
S -0.379 0.836 -2.550
S 0.237 -1.280 -1.188
H -1.030 -0.927 -1.339
H 0.431 -1.134 -0.085
H -1.276 -0.726 1.611
H 1.111 2.303 -0.044
H -0.497 0.598 -0.482
H 2.181 -1.119 0.212
H 1.317 0.238 0.060
H -0.568 -0.006 1.257
H -0.220 -1.050 -0.515
H -0.354 -0.080 -0.915
H 1.053 -1.596 -1.629
H 0.301 -0.037 -0.132
H -0.544 -0.528 1.346



DFT (ωB97M-V/def2-TZVPD) results for a gas-phase ion, C6H13NOPS2 (charge +1).

Output
charge	+1
HOMO level	-12.71	eV
electronic energy	-40922.938	eV
E_LUMO	-4.7	eV

Atoms and positions in Å:
C -3.7522 -0.0851 0.8183
C -2.6341 -0.5901 -0.0869
S -1.3865 -1.4214 0.9342
C 0.1590 -1.2874 0.0096
C 0.5430 0.1352 -0.3321
N 0.6923 0.9993 0.8565
C 1.3377 2.0948 0.6241
S 2.0719 2.2030 -0.8975
C 1.8103 0.3952 -1.1469
P 3.3872 -0.4302 -0.6771
O 4.5477 0.1649 -1.3541
H -4.4475 0.5133 0.2294
H -4.2983 -0.9086 1.2771
H -3.3535 0.5538 1.6071
H -2.2063 0.2453 -0.6442
H -3.0272 -1.2984 -0.8161
H 0.8916 -1.7115 0.7040
H 0.1910 -1.9057 -0.8887
H -0.2669 0.6034 -0.9064
H 0.2537 0.7527 1.7403
H 1.4161 2.8732 1.3747
H 1.6076 0.2081 -2.2021
H 3.3571 -0.3243 0.7273
H 3.1064 -1.7795 -0.9507

Force components x, y, z for each atom (eV/Å):
C 0.075 0.102 -0.035
C -0.167 -0.051 -0.244
S 0.091 0.187 0.251
C 0.375 -0.216 0.136
C -0.308 0.291 -0.244
N 0.136 -0.206 0.048
C 0.028 -0.048 0.154
S 0.206 0.051 0.003
C -0.295 0.025 0.060
P 0.189 0.035 -0.164
O -0.058 0.043 0.000
H -0.067 -0.107 0.016
H 0.010 0.036 0.007
H -0.027 -0.038 0.024
H 0.066 -0.032 0.109
H 0.054 -0.004 -0.005
H 0.025 -0.057 -0.080
H -0.178 0.074 -0.057
H -0.040 -0.119 0.037
H -0.164 0.109 -0.091
H -0.014 0.041 -0.085
H 0.139 0.076 -0.009
H -0.038 -0.146 0.032
H -0.037 -0.046 0.136